(1)
Computed, not measured: a molecular structure, C40H32IMnN13O4Se, with ωB97M-V/def2-TZVPD.

```
92
Properties=species:S:1:pos:R:3:lowdin_spin:R:1
C -3.3403 1.6823 -1.2635 -0.011
H 5.8357 -0.3739 1.6056 0.000
C 1.3351 5.5531 1.2809 0.007
C -3.1895 -3.4667 1.6232 0.000
H -1.5594 -1.8682 -7.5616 0.000
N -1.0612 1.5116 -0.9901 0.061
N 2.2591 -1.6943 -2.6283 -0.001
C 2.8245 -1.2480 -1.5169 0.003
C -2.9595 2.5963 -0.2654 -0.018
N 3.4822 1.2637 0.7703 -0.007
C 2.3433 -0.8667 3.9700 0.001
C 0.5299 3.1444 0.6814 0.065
N 1.1937 1.9675 0.4968 0.016
H 0.3633 6.0297 1.2416 0.000
C -2.7313 -2.4835 -0.5511 0.000
H 0.7307 1.6192 2.9240 0.000
N -3.0977 -2.2376 0.8354 0.000
O 0.0162 -4.1451 1.2916 0.008
C 4.9463 -2.7567 -1.3655 0.000
H -3.3175 -3.2321 2.6776 0.000
H -6.6768 2.1543 -1.1578 0.000
H -2.2663 -4.0438 1.5058 0.000
C 2.5083 2.1814 0.7602 0.085
C -1.5201 2.4847 -0.1527 -0.007
H -3.6104 4.0874 1.1428 0.000
H -5.0758 -1.6999 1.9908 0.000
N 1.1192 0.7236 3.1673 0.001
H 6.7915 -3.7326 -0.8954 0.001
H 2.1644 1.1115 4.9900 0.000
C 3.3715 0.1319 0.1093 0.050
C 4.4423 -0.8546 0.0424 0.003
C 0.2901 -2.3588 -6.5886 -0.013
C -1.5191 -1.1205 -5.5544 -0.008
H -2.8072 -1.5549 -1.1103 0.000
C 1.4596 4.1828 1.0682 0.031
C -3.9109 3.3728 0.3862 0.002
C 6.4386 -2.0771 0.4203 -0.001
C 1.9405 0.4235 4.1929 0.001
O 0.5000 -1.8918 0.0082 0.076
H 4.6251 6.2787 1.7218 0.001
C 6.1154 -2.9240 -0.6429 0.008
H 0.6756 -2.8720 -7.4620 -0.001
N -0.7836 3.3300 0.5596 0.002
H -3.0931 0.0864 4.5033 0.000
I 3.6017 -1.9851 5.1773 0.001
N 2.3927 -0.1848 -0.7908 0.035
Mn 0.3973 -0.0283 -0.3876 4.555
H 4.8457 3.8239 1.3413 0.000
C 1.7287 -1.2745 2.7697 0.003
C 5.6024 -1.0316 0.7777 0.007
H -6.0079 3.7760 0.5519 -0.001
H 1.8130 -2.2275 2.2810 0.000
H 2.4176 7.3564 1.6735 0.001
C 3.7441 5.6704 1.5523 0.015
H -5.2441 0.0016 2.4600 0.000
Se 0.9338 -3.5233 0.1019 0.014
H -3.2899 1.2517 3.1730 0.000
C 2.4833 6.2848 1.5225 0.017
O 0.6049 -4.2167 -1.3132 0.006
N -1.7327 -0.3299 0.9454 0.024
H -1.7275 -2.8802 -0.6606 0.000
C 4.1113 -1.7118 -1.0101 0.009
C -0.9857 -1.7864 -6.6453 -0.004
N -3.3038 -0.8032 2.6461 0.002
H 7.3515 -2.2494 0.9789 0.000
H -5.0443 -1.2459 3.7108 0.000
H -1.7114 0.5640 1.4231 0.000
C -2.8359 0.2903 3.4597 0.000
C -5.2413 3.1956 0.0510 -0.014
O 2.4954 -3.6153 0.5067 0.007
C 2.7261 3.5664 1.1086 0.030
C -5.6235 2.2667 -0.9277 -0.002
C -2.1180 1.0536 -1.7156 -0.064
H -4.9601 0.7884 -2.3538 -0.001
H 2.0357 -2.7361 -5.3643 0.000
C 3.8785 4.3105 1.3445 0.010
N 0.1374 -0.5875 -2.3284 0.061
H 4.6672 -3.4229 -2.1706 0.000
H -4.0398 -4.0611 1.2704 0.000
C -0.7500 -1.0318 -4.4020 -0.010
C -4.6787 1.5102 -1.5972 -0.009
C -4.7441 -0.9494 2.7003 0.000
H -2.5067 -0.6777 -5.5855 0.000
C 0.5293 -1.6032 -4.3496 -0.015
N -2.0653 0.2434 -2.7743 0.039
H -3.4362 -3.2127 -0.9598 0.000
C 1.0586 -2.2771 -5.4400 -0.002
C 1.0559 -1.3095 -3.0269 -0.030
N 0.9963 -0.2848 2.2885 0.017
C -2.6336 -1.0980 1.4429 0.004
H -1.7526 0.3756 3.3933 0.000
C -0.9572 -0.3976 -3.1098 -0.060
```

The value obtained for the calculated total energy is -174330.630 eV. Its energy relative to the best compared isomer or geometry (same formula, charge and spin) is 1.370 eV. As for the highest occupied orbital energy (alpha / beta): -1.49 / -1.40 eV. The net charge is -2. As for the largest force on an atom: 2.6 eV/Å. Its spin multiplicity is 6. The expectation value of S² is 8.988.

***

(2)
Computed, not measured: a molecular structure, C40H32N3P2Se2SnTe, with ωB97M-V/def2-TZVPD.

```
81
Properties=species:S:1:pos:R:3:lowdin_charge:R:1
H -4.1773 -1.3120 -0.9354 0.106
C -3.9581 3.6836 -0.9465 -0.098
H 1.1460 -0.3743 3.6345 0.113
H -4.2755 2.8918 -1.6137 0.127
H -5.6574 -3.2758 -1.2806 0.124
C 2.1958 1.3218 1.6283 -0.130
H 5.0938 4.2309 -2.0980 0.135
C 1.9228 4.2774 -0.9459 -0.647
H 4.5437 -1.6221 0.7837 0.123
C 2.2335 -1.0858 -4.2533 -0.032
H 0.3282 -4.9703 -0.0091 0.093
C 0.0574 -0.9026 -2.5448 -0.419
C 2.4849 2.1542 -1.6077 -0.141
C -1.8408 -0.1595 5.2239 -0.026
C 1.6731 0.1248 1.1272 -0.396
H -4.8428 -5.2128 -2.5687 0.127
H -1.1098 -3.2358 -3.2532 0.108
H 0.3699 -2.6255 3.6134 0.084
H -4.8898 6.6605 0.3464 0.137
H 2.1073 -1.8702 0.4568 0.089
N -2.7540 3.5401 -0.3858 -0.138
N 1.5768 3.0010 -1.0928 -0.128
C 2.1035 -1.9798 -3.1967 -0.038
H -2.2629 -0.2197 6.2179 0.126
C 0.8329 -3.2983 2.9074 -0.092
Te -1.6442 -2.9924 0.9008 1.637
H 2.5817 -5.8225 0.6352 0.126
C 0.2176 -3.6769 1.7311 -0.482
H 5.4728 0.4996 1.6506 0.124
C -0.4752 -0.3318 5.0428 -0.040
H -0.5940 0.7200 -3.7995 0.094
H 2.8422 -2.7576 -3.0532 0.123
H 0.1651 -0.5126 5.8959 0.126
C 1.0195 -1.8940 -2.3381 -0.100
P -0.1321 0.1157 0.9805 0.863
H 0.9009 -2.6039 -1.5280 0.092
C 3.1710 4.7629 -1.3161 -0.076
C 3.7519 2.5455 -1.9772 -0.015
C 1.2735 -0.1054 -4.4677 -0.047
C 4.1038 3.8835 -1.8354 0.001
C 0.8132 -4.6079 0.8908 -0.142
Se 0.7401 5.5749 -0.1498 0.792
H -2.6261 6.3834 1.3976 0.125
C -4.6501 -3.2748 -1.6747 -0.053
P -1.4612 -0.8009 -1.5403 0.848
H 3.9627 2.3615 2.2441 0.123
C -0.7520 -0.0391 2.6762 -0.401
H 1.5296 2.1369 1.8904 0.076
C -2.1257 0.1562 2.8633 -0.125
C 2.0923 -3.8376 3.1709 -0.100
C -2.0847 -3.2598 -2.7864 -0.074
C 0.1873 -0.0101 -3.6111 -0.133
C -2.5227 -2.1881 -2.0049 -0.464
H -3.7263 0.2544 4.2846 0.121
Sn -0.7637 2.0711 -0.9015 1.150
C -3.0375 5.6380 0.7313 -0.054
C 3.8858 -0.7931 1.0095 -0.038
C -4.2908 5.7827 0.1448 0.008
C -2.3172 4.5017 0.4288 -0.662
C -0.8305 -1.2975 0.0648 -0.846
C -4.1940 -4.3621 -2.4102 -0.026
H 2.1689 1.1197 -1.7016 0.099
H -5.7231 4.8767 -1.1780 0.131
C 4.4064 0.3942 1.5034 -0.033
H -2.7580 0.3654 2.0046 0.102
C 0.0780 -0.2627 3.7721 -0.099
H 3.4042 5.8114 -1.1821 0.119
C -2.6670 0.0946 4.1348 -0.047
C 2.5176 -0.9369 0.8230 -0.076
C 2.0715 -5.0921 1.2526 -0.105
H -2.5906 -5.1868 -3.5698 0.125
N 2.6872 -4.6861 2.3485 0.098
Se -0.5635 4.1878 1.1843 0.670
H 4.4518 1.8185 -2.3636 0.125
H 2.6293 -3.5755 4.0751 0.127
C -2.9226 -4.3488 -2.9715 -0.035
H 3.0817 -1.1634 -4.9203 0.125
C -4.7557 4.7899 -0.7043 0.000
C -3.8195 -2.1846 -1.4727 -0.163
C 3.5585 1.4483 1.8277 -0.045
H 1.3602 0.5688 -5.3091 0.124
```

The value obtained for the calculated total energy is -208838.349 eV. Its energy relative to the best compared isomer or geometry (same formula, charge and spin) is 0.453 eV. As for the highest occupied orbital energy (alpha / beta): -16.13 / -15.78 eV. The net charge is +3. As for the largest force on an atom: 1.3 eV/Å. Its spin multiplicity is 1.

***

(3)
Computed, not measured: a molecular structure, C40H33ClMnN5O4P, with ωB97M-V/def2-TZVPD.

```
85
Properties=species:S:1:pos:R:3:lowdin_spin:R:1
H -3.2140 0.6483 3.3998 0.000
C -2.7851 3.8860 -2.6757 0.000
C 1.2308 2.6594 -1.1175 0.000
C 1.5863 -1.3512 -1.6734 -0.002
C -4.4383 1.8046 -1.8683 0.000
C -1.4660 -5.2796 2.5625 0.000
H -1.2106 2.7758 -1.7347 0.000
H -0.0339 -2.1533 -4.5439 0.000
H 3.3116 2.5417 -4.3545 0.000
C 0.4015 -3.8087 2.4198 0.001
C -2.2049 3.1140 2.7272 -0.001
C 3.4569 -0.2007 1.7060 0.000
H 0.5837 2.6785 -0.2591 0.000
C -3.0825 1.7656 -1.5632 -0.001
C 2.2057 -2.5735 -1.4307 -0.001
C -4.1413 3.9093 -2.9569 0.000
C 0.0445 3.8729 2.5160 0.000
O 0.5578 -0.4698 3.8393 0.000
C 2.0257 -3.6384 -2.3039 0.000
C 4.3686 -0.2804 -0.5134 0.000
C 0.5969 -2.2760 -3.6713 0.000
O -1.3583 0.7541 -0.3162 0.006
H -3.3477 -2.7500 -1.3593 0.000
H -1.8897 -6.2765 2.5911 0.000
C -1.2907 4.1469 2.7788 0.001
N -0.7199 -1.8947 -0.0531 -0.004
H -1.6072 5.1499 3.0368 0.000
C -2.5370 -1.6591 2.6793 0.001
H 6.4938 -0.4331 -0.6984 0.000
C 5.8589 -0.3409 1.3551 0.000
C -4.9784 2.8793 -2.5585 0.000
H 2.5144 -4.5842 -2.1035 0.000
H 4.2278 -0.2972 -1.5858 0.000
H 4.9224 -0.2626 3.2707 0.000
H 2.3441 4.6906 -3.5893 0.000
C -2.2820 -4.1642 2.6559 0.000
C 2.4374 -0.2030 2.7582 0.005
H -3.4848 0.7478 1.6801 0.000
H -2.1510 4.6990 -3.0054 0.000
C 3.2521 -0.1842 0.3190 0.000
H 2.8024 -0.0603 3.7716 0.000
C 2.1921 3.7885 -3.0088 0.000
H 0.9650 4.7454 -1.5288 0.000
C 0.3884 2.5853 2.1595 0.000
H -3.3566 -4.2266 2.7681 0.000
C -0.0950 -5.1035 2.4391 0.001
H 1.0849 -4.3222 -4.1082 0.000
C -2.4269 -3.3346 -1.3575 0.000
H 1.4689 -3.6199 2.3324 0.000
H 2.8252 -2.7059 -0.5513 0.000
H 2.9498 0.4945 -3.0637 0.000
H -3.2516 3.2743 2.9554 0.000
H -5.0617 0.9779 -1.5529 0.000
H -6.0345 2.9228 -2.7893 0.000
P 1.5822 -0.0166 -0.4347 -0.009
N -1.9140 -0.5476 2.2687 -0.003
H 1.4154 2.3313 1.9250 0.000
Cl -4.8071 5.2616 -3.8287 0.000
C -2.5427 0.5863 -0.7828 0.002
O -3.2263 -0.4366 -0.7129 0.000
C 1.8086 1.4576 -1.5082 -0.001
C 2.5451 1.4295 -2.6952 0.000
C -2.2651 2.8117 -1.9693 0.000
C 1.4277 3.8211 -1.8545 0.000
C 2.7389 2.5838 -3.4358 0.000
H -2.0899 -3.4994 -2.3799 0.000
N -0.4959 1.5888 2.0677 -0.008
H 6.8592 -0.3956 1.7658 0.000
H -2.5846 -4.2910 -0.8611 0.000
C -1.7732 1.8361 2.3957 0.000
C -1.4409 -2.5609 -0.6356 0.002
C 1.2223 -3.4925 -3.4255 -0.001
N -0.3783 -2.7374 2.4962 0.014
H 0.5769 -5.9500 2.3687 0.000
C 0.7708 -1.2148 -2.7966 -0.001
C 4.7688 -0.2628 2.1972 0.001
H 0.2566 -0.2771 -2.9812 0.000
C 5.6558 -0.3608 -0.0165 0.001
H -0.3692 -0.6874 3.5786 0.000
Mn -0.3213 -0.2537 1.0735 0.994
H 0.8052 4.6402 2.5693 0.000
N 1.1985 -0.4310 2.6227 -0.001
C -2.6950 0.6526 2.4366 0.000
C -1.6904 -2.9097 2.6062 0.001
O -3.6864 -1.7339 3.1214 0.001
```

The value obtained for the calculated total energy is -110788.694 eV. Its energy relative to the best compared isomer or geometry (same formula, charge and spin) is 0.255 eV. As for the highest occupied orbital energy (alpha / beta): -7.69 / -7.28 eV. As for the largest force on an atom: 1.1 eV/Å. Its spin multiplicity is 2. The expectation value of S² is 0.781.

***

Which of these has the lowest energy relative to the best compared isomer or geometry (same formula, charge and spin)?
C40H33ClMnN5O4P